No. 1
Entry from the OMol25 dataset: a structure of composition C4H6B2F8KO3 (the ωB97M-V functional and the def2-TZVPD basis).

```
! RIJCOSX wB97M-V def2-TZVPD def2/J DEFGRID3
* xyz -1 1
K 0.9348 -1.9834 -1.2278
B -0.1849 -2.4179 2.2803
F 0.4621 -3.4175 3.0331
F -1.3221 -1.9252 2.9281
F 0.7395 -1.3508 2.0603
F -0.5356 -2.9276 1.0018
B 0.0552 -5.2862 -2.0478
F 1.2720 -4.6359 -1.8946
F -1.0270 -4.4313 -1.7347
F -0.0947 -5.7343 -3.3930
F -0.0163 -6.4110 -1.1964
C -0.6268 4.5500 -0.5106
C 0.3132 3.6040 0.2038
C -0.4452 2.4137 0.8752
O 0.2866 1.2829 0.4632
C 1.0527 1.5861 -0.5860
O 1.5365 0.7627 -1.2966
O 1.2400 2.9291 -0.6385
H -1.3214 4.9272 0.2461
H -1.1963 4.0390 -1.2850
H -0.1495 5.4455 -0.9066
H 0.8519 4.1019 1.0100
H -1.5120 2.3705 0.6628
H -0.3127 2.5084 1.9529
*
```

Results
* energy above the lowest of the compared OMol25 structures with the same formula, charge and spin: 0.0 kJ/mol
* HOMO: -7.9958 eV
* molecular weight: 314.80 u

Atom-resolved charges from Mulliken, all expressed in e: 1.002, 0.531, -0.386, -0.390, -0.420, -0.377, 0.659, -0.415, -0.408, -0.409, -0.395, -1.362, 0.495, -0.509, -0.210, 0.648, -0.576, -0.385, 0.368, 0.323, 0.355, 0.262, 0.275, 0.321



No. 2
Entry from the OMol25 dataset: a structure of composition C25H45N2OP3PtSe (the ωB97M-V functional and the def2-TZVPD basis).

```
! RIJCOSX wB97M-V def2-TZVPD def2/J DEFGRID3
* xyz 4 5
Pt 0.0105 -0.3398 0.2035
P -2.0395 -1.5492 0.0293
P 1.5389 -0.6126 1.9989
P 1.2314 -1.1714 -1.5843
H -0.6990 5.5921 -5.5898
C -0.7727 4.7170 -6.2387
C -1.9181 4.0501 -6.4133
H -2.8393 4.3283 -5.8982
C -3.5831 -0.6387 0.3750
C -1.9763 -2.9895 1.1469
C -2.2687 -2.1817 -1.6695
C 2.9846 0.4958 1.8421
C 0.9908 -0.3086 3.7202
C 2.1211 -2.3437 2.0826
C 0.8252 -0.9348 -3.3584
C 1.3194 -2.9913 -1.4372
C 2.9631 -0.5891 -1.5175
H 0.1292 4.4172 -6.7809
H -1.9704 3.2143 -7.1167
H -3.6524 0.2104 -0.3213
H -3.6091 -0.2552 1.4015
H -4.4327 -1.3169 0.2142
H -1.7895 -2.6729 2.1845
H -1.1663 -3.6720 0.8463
H -2.9345 -3.5311 1.1115
H -2.4832 -1.3180 -2.3125
H -3.1119 -2.8850 -1.6927
H -1.3692 -2.6805 -2.0515
H 3.7641 0.2489 2.5745
H 2.6531 1.5271 2.0195
H 3.4143 0.4309 0.8377
H 1.6828 -0.7367 4.4653
H -0.0065 -0.7412 3.8854
H 0.9419 0.7733 3.9056
H 3.1798 -2.3951 2.3638
H 1.9804 -2.8378 1.1163
H 1.5436 -2.8905 2.8389
H 1.4147 -1.6293 -3.9806
H 1.0478 0.0947 -3.6690
H -0.2412 -1.1191 -3.5378
H 1.3002 -3.4429 -2.4362
H 0.4838 -3.3922 -0.8539
H 2.2554 -3.2775 -0.9499
H 3.4647 -0.7481 -2.4827
H 3.5251 -1.1269 -0.7445
H 2.9756 0.4843 -1.2901
C -1.6404 1.9530 -2.4962
C -0.5224 2.8252 -2.2648
C 0.4101 2.9841 -3.2703
C 0.2500 2.3177 -4.4997
C -0.9789 1.7045 -4.8036
C -1.9885 1.6714 -3.8653
O -2.2351 1.3431 -1.5395
H -0.8222 -0.0641 -1.2331
H -0.3739 3.2009 -1.2543
H 1.2586 3.6486 -3.1107
H 1.0057 2.4131 -5.2895
H -1.1868 1.3548 -5.8188
H -2.9920 1.2894 -4.0536
C -2.6207 -0.2407 3.8012
N -2.0123 1.0790 3.9736
C -1.3856 1.8206 3.0060
Se -1.2463 1.6384 1.1508
N -0.9877 2.9687 3.6245
C -1.3018 2.9551 4.9799
C -1.0143 3.8366 6.0155
C -1.4689 3.4725 7.2892
C -2.1349 2.2458 7.5159
C -2.3779 1.3461 6.4619
C -1.9544 1.7564 5.2001
H -2.5985 -0.7793 4.7576
H -2.0788 -0.8100 3.0300
H -3.6726 -0.1356 3.5025
H -0.4979 3.7181 3.1543
H -0.4648 4.7566 5.8345
H -1.3132 4.1388 8.1371
H -2.4601 1.9885 8.5317
H -2.8698 0.3783 6.5881
*
```

Results
* HOMO (spin up / spin down): -17.7119 / -18.9125 eV
* molecular weight: 756.61 u

Atom-resolved charges from Mulliken, all expressed in e: 1.382, 0.640, 0.546, 0.897, 0.332, -0.198, -0.146, 0.317, -0.777, -1.146, -0.881, -1.297, -1.073, -1.140, -1.060, -1.556, -1.529, 0.305, 0.303, 0.133, 0.078, 0.583, 0.293, 0.333, 0.501, 0.157, 0.555, 0.258, 0.486, 0.321, 0.269, 0.576, 0.223, 0.288, 0.434, 0.129, 0.429, 0.612, 0.077, 0.345, 0.491, 0.253, 0.551, 0.544, 0.464, 0.399, 0.219, -0.399, -0.333, -1.071, -0.418, -0.327, -0.596, -0.379, 0.509, 0.596, 0.602, 0.681, 0.540, -0.917, 0.608, -0.426, -0.326, 0.174, 0.630, -0.855, -0.522, -0.673, -0.839, 1.199, 0.315, -0.126, 0.405, 0.266, 0.452, 0.455, 0.438, 0.420



No. 3
Entry from the OMol25 dataset: a structure of composition C28H57IrN4O2S2Se2Si2Te (the ωB97M-V functional and the def2-TZVPD basis).

```
! RIJCOSX wB97M-V def2-TZVPD def2/J DEFGRID3
* xyz 3 2
Ir -0.5950 0.5676 0.1233
C -3.4998 0.5537 1.7850
N -2.9167 -0.2367 0.7018
C -2.8183 -1.6251 1.1389
C -3.7638 -0.1596 -0.5035
C -2.9197 -0.1707 -1.7682
N -1.9458 0.9309 -1.7847
C -1.1615 0.8288 -3.0127
C -2.6400 2.2231 -1.7924
H -4.5274 0.2414 1.9886
H -3.4983 1.6097 1.5314
H -2.9211 0.4181 2.6955
H -3.8044 -2.0200 1.4027
H -2.1793 -1.6869 2.0152
H -2.4032 -2.2377 0.3402
H -4.3568 0.7525 -0.4704
H -4.4685 -0.9984 -0.5425
H -3.5832 -0.0988 -2.6387
H -2.3637 -1.1138 -1.8351
H -1.8098 0.8598 -3.8956
H -0.6046 -0.1074 -3.0212
H -0.4673 1.6683 -3.0683
H -3.3435 2.2767 -2.6291
H -1.9128 3.0275 -1.8921
H -3.1838 2.3839 -0.8679
C 3.8267 0.9613 -0.4986
Se 2.4229 1.4388 0.7765
C 2.6106 3.3966 0.8060
C 2.4255 4.0304 -0.5476
Se 0.6708 3.5974 -1.3076
C 1.0226 4.1328 -3.1540
H 4.7503 1.4575 -0.2132
H 3.5515 1.2250 -1.5165
H 3.9640 -0.1150 -0.4206
H 3.6072 3.6147 1.1970
H 1.8708 3.7493 1.5284
H 3.1809 3.6794 -1.2526
H 2.4769 5.1180 -0.4713
H 1.6383 5.0257 -3.1383
H 0.0724 4.3690 -3.6269
H 1.5196 3.3446 -3.7166
O -2.4940 4.8625 0.8359
C -2.3782 4.9108 2.1545
C -2.9918 5.9554 2.8621
C -2.8768 6.0291 4.2287
C -2.1613 5.0544 4.9377
C -1.5716 4.0061 4.2668
C -1.6654 3.9092 2.8746
C -1.0817 2.7757 2.1720
O -1.0314 2.7069 0.8903
N -0.5947 1.8211 2.9449
N -0.1121 0.7211 2.3656
C 0.5481 -0.0277 3.2182
S 0.5981 0.4250 4.8922
C 1.9017 -0.7719 5.3357
C 1.7919 -1.9866 4.4445
S 1.4423 -1.4211 2.7376
H -1.9889 4.0867 0.4951
H -3.5425 6.6927 2.3009
H -3.3405 6.8439 4.7610
H -2.0813 5.1248 6.0116
H -1.0280 3.2370 4.7911
H 1.7683 -1.0415 6.3833
H 2.8612 -0.2644 5.2217
H 0.9765 -2.6485 4.7393
H 2.7244 -2.5478 4.4204
C 2.1288 -5.9292 1.3879
Si 0.7290 -4.8761 0.6528
C -0.2097 -5.6989 -0.7742
C -0.5452 -4.2268 1.9213
C 1.7043 -3.3176 -0.0902
Te 0.4514 -1.8244 -0.9359
C 0.5453 -2.6238 -2.9269
Si 1.9777 -2.1301 -4.2159
C 1.9412 -3.5014 -5.5178
C 1.5367 -0.4049 -4.8931
C 3.6075 -2.0589 -3.2393
H 1.7592 -6.5356 2.2093
H 2.9590 -5.3367 1.7612
H 2.5256 -6.6154 0.6457
H -0.8089 -6.5182 -0.3903
H 0.4661 -6.1278 -1.5060
H -0.8887 -5.0230 -1.2896
H -0.4433 -4.7449 2.8699
H -1.5578 -4.4152 1.5744
H -0.4472 -3.1631 2.1147
H 2.3528 -3.6599 -0.8909
H 2.3097 -2.8712 0.6898
H -0.4102 -2.4376 -3.4087
H 0.6361 -3.6932 -2.7640
H 0.9791 -3.5833 -6.0138
H 2.1808 -4.4780 -5.1075
H 2.6785 -3.2934 -6.2876
H 0.5326 -0.3636 -5.3019
H 2.2108 -0.1601 -5.7077
H 1.6328 0.3808 -4.1494
H 3.9500 -3.0465 -2.9458
H 3.5354 -1.4487 -2.3422
H 4.3904 -1.6347 -3.8609
*
```

Results
* HOMO (spin up / spin down): -14.3718 / -14.3931 eV
* molecular weight: 1079.83 u

Atom-resolved charges from Mulliken, all expressed in e: 3.355, -1.580, 0.393, -1.452, -1.210, -0.544, 0.373, -0.005, -0.971, 0.478, 0.425, 0.432, 0.392, 0.359, 0.437, 0.558, 0.499, 0.574, 0.046, 0.492, -0.481, -0.318, 0.375, 0.129, 0.200, -1.139, 0.393, -0.810, -0.938, 0.535, -1.321, 0.512, 0.295, 0.293, 0.610, 0.261, 0.471, 0.512, 0.438, 0.369, 0.341, -0.716, 0.152, -0.811, -0.440, -0.842, -0.661, 0.495, -0.113, -0.253, -0.043, 0.222, -0.782, 0.037, -0.712, -0.706, 0.023, 0.061, 0.516, 0.434, 0.468, 0.545, 0.464, 0.320, 0.361, 0.484, -1.170, 0.325, -1.165, -0.390, -0.869, -0.524, -0.870, -0.007, -1.078, -0.687, -0.621, 0.400, 0.380, 0.349, 0.421, 0.387, 0.322, 0.522, 0.357, -0.371, 0.538, 0.631, 0.682, 0.544, 0.378, 0.378, 0.371, 0.356, 0.467, -0.023, 0.366, -0.100, 0.423